Record 1
The following is a DFT calculation (wB97M-V/def2-TZVPD) of a cluster of 14 separate species, C42H84O42 in total.

The value obtained for the HOMO-LUMO gap is 10.54 eV. The LUMO energy is 0.281 eV. The HOMO energy is -10.3 eV.

CARTESIAN COORDINATES (ANGSTROEM)
O (-5.877, 2.936, -2.491)
O (-5.092, 0.343, 4.820)
O (-1.402, -2.068, 6.709)
O (3.721, -1.087, -4.780)
O (-3.730, -2.919, 0.038)
O (3.567, 2.251, 1.938)
O (7.063, -1.933, -1.575)
O (0.959, 5.485, -1.886)
O (-0.796, -4.193, -0.912)
O (0.800, -0.884, 0.009)
O (5.148, 4.019, -4.001)
O (2.804, -7.030, -0.038)
O (2.449, -6.384, -2.210)
O (-1.044, 3.236, 3.992)
O (1.838, -2.192, -5.286)
O (-3.949, -4.695, -1.212)
O (4.234, 3.989, -2.072)
O (-0.776, 0.498, 0.649)
O (0.622, 3.950, 2.620)
O (-1.504, 4.556, 2.183)
O (-0.877, -6.487, -1.191)
O (5.734, -0.474, -0.402)
O (3.237, 1.967, 4.158)
O (1.638, -0.144, -4.686)
O (2.711, 6.532, -0.935)
O (-6.098, 0.595, 2.818)
O (-1.043, -1.918, 4.597)
O (-3.102, -1.861, -3.886)
O (-0.624, -5.534, 0.821)
O (4.746, -2.002, -1.668)
O (-3.906, 1.062, 2.924)
O (3.981, 3.936, 3.198)
O (0.833, 1.222, -0.869)
O (-4.919, -0.628, -3.286)
O (-4.119, 3.443, -1.171)
O (0.327, -0.693, 5.976)
O (2.380, 6.617, -3.186)
O (5.551, 2.206, -2.628)
O (-5.743, -4.005, -0.016)
O (-2.921, 0.288, -3.217)
O (3.064, -4.903, -0.685)
O (-6.198, 3.003, -0.371)
C (-3.949, 0.460, 5.718)
C (3.507, 2.668, 3.212)
C (5.867, 3.538, -5.127)
C (-1.419, -1.582, 8.062)
C (0.577, 4.901, -0.630)
C (2.539, -1.125, -4.921)
C (3.573, 7.339, -3.458)
C (-0.537, 3.937, 2.949)
C (2.088, 6.246, -1.917)
C (-2.907, 4.566, 2.460)
C (1.711, -1.512, -0.934)
C (4.046, 4.609, 4.492)
C (5.982, -1.506, -1.256)
C (-4.389, -6.003, -1.638)
C (2.100, 1.149, -4.256)
C (-1.474, 0.417, -3.459)
C (-7.383, 0.648, 3.477)
C (-1.104, -3.870, -2.285)
C (-5.744, -1.785, -3.412)
C (3.994, 3.509, -0.740)
C (3.014, 0.982, 1.570)
C (-4.599, -3.888, -0.357)
C (-0.724, -4.411, 1.723)
C (6.817, -0.017, 0.424)
C (-1.649, 1.649, 0.474)
C (4.725, -3.230, -2.404)
C (-4.934, 0.740, 3.472)
C (2.714, -6.154, -1.063)
C (5.018, 3.256, -2.886)
C (-5.153, 3.156, -3.709)
C (2.212, -8.323, -0.204)
C (2.511, -3.409, -5.553)
C (0.342, 0.368, -0.166)
C (-3.565, -0.858, -3.417)
C (-0.590, -1.459, 5.784)
C (3.558, -4.655, 0.629)
C (-5.779, 3.208, 0.986)
C (-0.632, -1.329, 3.323)
C (-0.769, -5.479, -0.531)
C (-4.112, -2.013, 1.079)
C (-5.274, 3.141, -1.320)
C (-0.204, 2.375, 4.804)
H (2.696, -3.880, -4.592)
H (4.907, 3.050, -0.364)
H (2.158, -0.746, -1.559)
H (3.722, 4.357, -0.122)
H (0.486, 1.819, 4.175)
H (-0.232, -4.012, -2.923)
H (-3.449, 1.426, 5.595)
H (6.209, 4.400, -5.696)
H (-5.438, -2.419, -4.237)
H (3.546, 7.761, -4.457)
H (-0.417, 4.460, -0.777)
H (7.282, -0.867, 0.924)
H (6.403, 0.670, 1.155)
H (-1.051, -1.942, 2.545)
H (1.139, -8.209, -0.362)
H (1.266, 4.134, -0.287)
H (3.093, 4.545, 5.004)
H (5.332, -3.096, -3.296)
H (-4.856, 2.685, 1.217)
H (-7.362, 1.315, 4.331)
H (-8.095, 1.002, 2.733)
H (3.891, -3.617, 0.722)
H (4.375, -5.330, 0.872)
H (-3.368, 5.114, 1.639)
H (-3.236, -0.332, 5.479)
H (-3.359, -2.085, 1.868)
H (5.121, -4.041, -1.805)
H (3.476, -3.251, -6.034)
H (0.490, 5.678, 0.127)
H (-3.523, -6.663, -1.608)
H (3.506, 0.194, 2.139)
H (-5.084, -2.240, 1.500)
H (-5.167, -6.393, -0.981)
H (4.438, 6.683, -3.314)
H (1.300, 1.877, -4.375)
H (-5.634, 2.494, -4.418)
H (4.838, 4.198, 5.126)
H (-0.411, -1.608, 8.473)
H (-0.985, -4.820, 2.699)
H (3.257, 0.862, 0.515)
H (0.383, 3.004, 5.475)
H (5.205, 2.938, -5.759)
H (1.127, -2.218, -1.522)
H (-3.103, 5.064, 3.407)
H (0.246, -3.906, 1.804)
H (1.879, -4.067, -6.149)
H (-4.276, 0.343, 6.754)
H (6.693, 2.919, -4.797)
H (4.276, 5.637, 4.246)
H (2.976, 1.433, -4.833)
H (-3.306, 3.549, 2.488)
H (-1.111, 1.183, -2.780)
H (-6.756, -1.409, -3.609)
H (0.454, -1.400, 3.252)
H (3.657, 8.143, -2.724)
H (-7.631, -0.368, 3.774)
H (3.702, -3.422, -2.693)
H (-5.725, 4.269, 1.246)
H (-4.078, -1.004, 0.679)
H (2.451, -2.027, -0.344)
H (-4.105, 2.879, -3.626)
H (2.657, -8.858, -1.039)
H (-1.901, -4.514, -2.636)
H (-1.783, 2.120, 1.440)
H (7.560, 0.469, -0.202)
H (-1.467, -3.687, 1.397)
H (-1.800, -0.560, 8.104)
H (-4.780, -5.926, -2.647)
H (-2.626, 1.326, 0.096)
H (-0.830, 1.705, 5.383)
H (-5.274, 4.187, -4.019)
H (2.381, 1.070, -3.208)
H (2.752, -4.842, 1.340)
H (-0.942, -0.516, -3.284)
H (-1.459, -2.848, -2.318)
H (-2.063, -2.235, 8.643)
H (-1.338, 0.723, -4.493)
H (-0.930, -0.294, 3.178)
H (-5.801, -2.353, -2.469)
H (1.936, 0.921, 1.726)
H (-1.235, 2.376, -0.224)
H (2.411, -8.833, 0.726)
H (-6.589, 2.749, 1.542)
H (3.206, 2.751, -0.743)


Record 2
The following is a DFT calculation (wB97M-V/def2-TZVPD) of a cluster of 2 separate species, CH6ClNSi in total.

The value obtained for the HOMO-LUMO gap is 9.63 eV. The LUMO energy is -0.120 eV. The HOMO energy is -9.8 eV.

CARTESIAN COORDINATES (ANGSTROEM)
Cl (-2.061, -1.237, 2.541)
Si (0.750, 0.871, -0.200)
N (-0.477, 1.032, 0.799)
C (0.558, -0.635, -1.411)
H (0.470, -1.390, -0.605)
H (-1.759, -0.765, 1.472)
H (2.070, 1.257, -0.086)
H (-0.374, -0.315, -1.960)
H (-0.623, 1.893, 1.400)
H (1.446, -0.710, -1.950)


Record 3
The following is a DFT calculation (wB97M-V/def2-TZVPD) of a structure of composition C34H42IN5O3S2Ti.

The value obtained for the HOMO-LUMO gap is 6.82 eV. The LUMO energy is -5.801 eV. The HOMO energy is -12.6 eV. As for the total charge: +2.

CARTESIAN COORDINATES (ANGSTROEM)
I (-0.662, 4.275, 2.177)
Ti (0.221, 0.293, -0.020)
S (-0.832, -0.556, -2.136)
S (-2.210, 3.576, -2.798)
O (-0.845, -0.450, 1.498)
O (1.021, -1.583, -0.008)
O (-0.770, 3.190, -2.678)
N (-2.720, -2.877, 2.464)
N (-1.775, 1.138, -0.430)
N (0.981, 1.803, 1.351)
N (0.211, -4.378, 0.573)
N (1.899, 0.830, -1.261)
C (-2.700, 1.818, 0.265)
C (2.983, -1.373, -1.332)
C (1.110, -0.343, 2.713)
C (0.246, 2.369, 2.495)
C (-2.211, -3.868, 0.206)
C (4.134, -1.994, -1.791)
C (-2.629, 3.807, -4.543)
C (-2.704, -2.652, 1.010)
C (2.813, 0.033, -1.661)
C (1.390, -1.607, 4.779)
C (1.513, -4.349, 0.457)
C (1.877, -0.731, 3.787)
C (-1.895, -2.554, 3.423)
C (4.474, -3.323, -1.498)
C (0.124, -2.106, 4.619)
C (-0.785, -3.776, -0.328)
C (1.480, 3.194, -0.669)
C (1.934, 2.222, -1.754)
C (-2.153, 0.344, -1.447)
C (-4.437, 0.959, -1.113)
C (-2.345, 5.373, -2.483)
C (-3.496, 0.237, -1.816)
C (-4.039, 1.766, -0.046)
C (3.585, -4.031, -0.729)
C (-3.670, 4.912, -4.525)
C (2.238, -1.949, 5.970)
C (1.938, 2.778, 0.720)
C (-0.683, -1.815, 3.479)
C (1.570, 0.501, 1.587)
C (2.046, -2.112, -0.548)
C (-0.184, -0.891, 2.535)
C (2.346, -3.490, -0.306)
C (5.751, -3.922, -2.013)
C (-3.069, 6.030, -3.668)
H (-0.509, -2.744, -0.518)
H (-0.274, -2.779, 5.371)
H (6.599, -3.263, -1.825)
H (-2.366, -4.794, 0.770)
H (4.825, -1.407, -2.388)
H (-3.828, 6.732, -3.329)
H (3.815, -5.058, -0.466)
H (1.871, 4.184, -0.905)
H (0.394, 3.294, -0.695)
H (3.580, 0.435, -2.327)
H (-4.601, 4.547, -4.082)
H (2.957, 2.443, -2.069)
H (-2.339, 2.425, 1.081)
H (2.016, -5.140, 1.008)
H (-3.510, -3.426, 2.778)
H (-0.707, -4.317, -1.274)
H (2.922, 2.312, 0.686)
H (-2.351, 6.594, -4.264)
H (2.879, -0.328, 3.892)
H (-2.961, 2.860, -4.963)
H (-5.482, 0.894, -1.390)
H (-1.706, 4.120, -5.038)
H (-1.312, 5.704, -2.370)
H (0.928, 2.516, 3.331)
H (-0.551, 1.692, 2.783)
H (1.754, -2.694, 6.600)
H (-2.185, -2.988, 4.376)
H (5.698, -4.096, -3.088)
H (-4.751, 2.344, 0.524)
H (2.645, 0.489, 1.442)
H (1.266, 2.296, -2.612)
H (2.015, 3.641, 1.378)
H (-2.861, -3.961, -0.664)
H (-2.858, 5.507, -1.532)
H (3.206, -2.346, 5.663)
H (-3.738, -2.437, 0.745)
H (2.427, -1.066, 6.583)
H (-3.907, 5.247, -5.533)
H (-2.114, -1.765, 0.809)
H (-0.148, -5.103, 1.180)
H (5.957, -4.877, -1.532)
H (-3.769, -0.404, -2.643)


Record 4
The following is a DFT calculation (wB97M-V/def2-TZVPD) of a structure of composition C4H6LiO2Sr.

The value obtained for the HOMO-LUMO gap (alpha / beta) is 4.75 / 4.88 eV. The LUMO energy (alpha / beta) is -8.970 / -8.861 eV. As for the spin multiplicity: 2. The HOMO energy (alpha / beta) is -13.7 / -13.7 eV. As for the total charge: +2.

CARTESIAN COORDINATES (ANGSTROEM)
Sr (1.842, -0.670, -1.944)
O (-2.489, 0.068, 0.842)
O (2.790, 0.568, -0.027)
C (0.423, 0.755, 0.832)
C (-0.363, -0.297, -0.304)
C (1.779, 0.886, 0.403)
C (-1.676, -0.852, 0.291)
Li (3.240, 0.437, -2.049)
H (-3.288, -0.265, 1.273)
H (-2.051, -1.818, -0.065)
H (-0.479, 0.339, -1.186)
H (-0.077, -1.264, -0.739)
H (0.409, 0.377, 1.856)
H (-0.057, 1.736, 0.818)


Record 5
The following is a DFT calculation (wB97M-V/def2-TZVPD) of a cluster of 2 separate species, C5H7N2 in total.

The value obtained for the HOMO-LUMO gap is 8.48 eV. The LUMO energy is -5.477 eV. The HOMO energy is -14.0 eV. As for the total charge: +1.

CARTESIAN COORDINATES (ANGSTROEM)
N (-0.505, 1.329, 2.911)
N (1.765, -1.735, -1.278)
C (0.105, 1.848, -0.594)
C (-0.728, 1.187, 0.484)
C (-0.206, 0.462, -0.870)
C (-1.629, 0.517, -0.469)
C (-0.448, 1.205, 1.770)
H (1.102, -2.479, -0.997)
H (-0.260, 1.124, 3.844)
H (-1.999, -0.433, -0.241)
H (0.485, -0.432, -1.004)
H (-2.314, 1.238, -1.111)
H (2.214, -2.155, -1.977)
H (2.417, -1.678, -0.468)


Record 6
The following is a DFT calculation (wB97M-V/def2-TZVPD) of the ion C4H9N5O4S with charge +2.

The value obtained for the HOMO-LUMO gap (alpha / beta) is 6.96 / 6.95 eV. The LUMO energy (alpha / beta) is -6.668 / -11.748 eV. As for the spin multiplicity: 3. The HOMO energy (alpha / beta) is -13.6 / -18.7 eV. As for the total charge: +2.

CARTESIAN COORDINATES (ANGSTROEM)
S (-0.304, 0.510, -1.183)
O (0.277, 0.621, -2.443)
O (2.357, -0.291, 1.331)
O (-1.167, 1.722, -0.754)
O (2.546, 0.525, -0.716)
N (-2.264, 2.517, 1.184)
N (-2.680, 0.405, 0.467)
N (-1.548, -0.664, -1.236)
N (-3.456, -1.618, -0.318)
N (0.485, 0.086, 0.109)
C (-2.581, -0.641, -0.366)
C (3.986, 0.568, -0.553)
C (1.806, 0.105, 0.233)
C (-2.014, 1.636, 0.371)
H (4.371, -0.420, -0.299)
H (-1.529, -1.372, -1.961)
H (1.770, -0.600, 2.041)
H (-3.401, -2.420, -0.935)
H (4.256, 1.269, 0.239)
H (-1.854, 3.441, 1.133)
H (-4.251, -1.602, 0.314)
H (-3.399, 0.427, 1.190)
H (4.375, 0.907, -1.510)


Record 7
The following is a DFT calculation (wB97M-V/def2-TZVPD) of a cluster of 2 separate species, C2H10N2 in total.

The value obtained for the HOMO-LUMO gap is 10.06 eV. The LUMO energy is 1.101 eV. The HOMO energy is -9.0 eV.

CARTESIAN COORDINATES (ANGSTROEM)
N (1.367, -0.200, 0.398)
N (-2.748, 0.744, 0.398)
C (1.209, -1.519, -0.262)
C (0.734, 0.949, -0.321)
H (0.382, -2.006, 0.259)
H (0.017, 0.670, -1.081)
H (0.475, 1.617, 0.481)
H (-3.293, 1.586, 0.236)
H (2.344, -0.025, 0.197)
H (1.064, -1.718, -1.330)
H (1.478, 1.519, -0.894)
H (2.104, -2.083, -0.004)
H (-2.851, 0.203, -0.462)
H (-3.305, 0.210, 1.065)


Record 8
The following is a DFT calculation (wB97M-V/def2-TZVPD) of an isolated molecule of C20H33N3O3S.

The value obtained for the HOMO-LUMO gap is 8.86 eV. The LUMO energy is 0.477 eV. The HOMO energy is -8.4 eV.

CARTESIAN COORDINATES (ANGSTROEM)
S (2.200, -0.949, -3.090)
O (1.617, -0.365, -4.264)
O (0.884, 1.496, 1.136)
O (2.973, -2.148, -3.243)
N (-0.867, 0.051, 1.004)
N (3.140, 0.194, -2.366)
N (-2.238, -2.246, 0.719)
C (-2.883, -4.565, 0.933)
C (3.904, -0.220, -1.214)
C (-2.851, 2.468, 0.964)
C (-1.790, -2.710, 2.030)
C (3.629, 2.257, -3.610)
C (-0.215, 1.139, 1.504)
C (-3.280, -3.191, 0.349)
C (-2.669, 3.615, 3.172)
C (-0.874, -2.826, -1.269)
C (-0.479, -0.794, -0.036)
C (5.369, 0.196, -1.310)
C (-1.201, -1.994, -0.205)
C (-1.001, 1.860, 2.581)
C (-1.744, -4.241, 1.912)
C (0.551, -0.474, -0.910)
C (-0.981, 4.075, 1.389)
C (-1.875, 3.004, 2.014)
C (2.776, 1.584, -2.538)
C (0.866, -1.333, -1.942)
C (0.157, -2.501, -2.134)
H (4.681, 2.234, -3.343)
H (5.926, -0.232, -0.480)
H (-0.330, 4.514, 2.140)
H (3.462, 0.181, -0.291)
H (-0.825, -2.281, 2.298)
H (-0.283, 2.291, 3.279)
H (-1.635, 1.154, 3.121)
H (-3.337, 2.879, 3.616)
H (-2.000, 3.982, 3.947)
H (-2.321, 2.083, 0.096)
H (5.465, 1.278, -1.269)
H (5.793, -0.164, -2.243)
H (1.091, 0.445, -0.770)
H (-3.436, -3.199, -0.727)
H (1.731, 1.619, -2.858)
H (-3.730, -5.024, 1.441)
H (-1.411, -3.749, -1.419)
H (-1.870, -4.727, 2.877)
H (-2.549, -5.248, 0.154)
H (-0.357, 3.648, 0.609)
H (3.494, 1.729, -4.549)
H (-1.773, -0.188, 1.386)
H (-1.587, 4.866, 0.954)
H (-3.472, 1.675, 1.376)
H (3.836, -1.309, -1.192)
H (-0.783, -4.544, 1.496)
H (-2.538, -2.412, 2.772)
H (-4.204, -2.841, 0.822)
H (-3.508, 3.267, 0.628)
H (2.872, 2.102, -1.578)
H (0.434, -3.151, -2.948)
H (-3.270, 4.449, 2.817)
H (3.318, 3.291, -3.736)


Record 9
The following is a DFT calculation (wB97M-V/def2-TZVPD) of a cluster of 3 separate species, C19H54N6O6P2SSi in total.

The value obtained for the HOMO-LUMO gap is 7.11 eV. The LUMO energy is -0.717 eV. The HOMO energy is -7.8 eV.

CARTESIAN COORDINATES (ANGSTROEM)
S (-1.055, -1.065, -3.900)
P (-2.885, -1.879, 3.179)
P (2.348, 3.276, 0.689)
Si (3.312, -1.885, -2.696)
O (0.279, -0.408, -3.806)
O (2.362, -3.074, -1.894)
O (-1.137, -2.428, -2.942)
O (-2.085, -1.410, 4.407)
O (3.327, 2.683, -0.339)
O (-1.077, -1.731, -5.458)
N (1.192, 3.746, 1.928)
N (-3.689, -2.261, 1.662)
N (-4.401, -1.718, 3.932)
N (1.455, 4.150, -0.465)
N (-2.132, -3.439, 3.164)
N (3.600, 4.103, 1.553)
C (1.416, 3.053, 3.204)
C (0.432, 4.968, 2.094)
C (-5.324, -2.694, 4.460)
C (2.942, -0.080, -2.122)
C (-2.758, -2.324, 0.529)
C (1.410, 5.556, -0.787)
C (3.742, 5.531, 1.779)
C (-1.856, -0.909, -6.344)
C (-4.920, -2.980, 1.400)
C (-0.102, -2.469, -1.930)
C (4.951, 3.535, 1.424)
C (-0.803, -3.515, 3.789)
C (3.335, -2.004, -4.594)
C (5.131, -2.212, -2.128)
C (-2.762, -4.740, 3.306)
C (1.099, -3.326, -2.504)
C (-1.294, 0.551, -6.574)
C (0.560, 3.368, -1.306)
C (-4.892, -0.358, 4.097)
H (-5.785, -2.335, 1.589)
H (-0.430, 4.976, 1.418)
H (-5.465, -2.554, 5.539)
H (-2.951, -0.879, -6.071)
H (5.438, 3.862, 0.499)
H (-5.040, -3.894, 1.978)
H (-0.536, -3.061, -1.074)
H (-0.206, -2.633, 3.551)
H (-0.395, 0.809, -5.966)
H (1.073, -3.236, -3.622)
H (-4.992, -3.271, 0.349)
H (5.286, -3.326, -2.242)
H (-0.352, 3.107, -0.750)
H (-2.019, -5.542, 3.327)
H (5.583, 3.827, 2.270)
H (0.389, 5.944, -0.686)
H (3.772, 6.105, 0.849)
H (0.495, 2.984, 3.790)
H (1.740, 5.730, -1.819)
H (2.799, 0.552, -3.048)
H (-3.380, -4.994, 2.445)
H (0.017, 5.042, 3.102)
H (1.932, -0.109, -1.624)
H (1.035, 2.438, -1.631)
H (-0.875, -3.613, 4.877)
H (-1.020, 0.760, -7.649)
H (-2.282, -3.308, 0.453)
H (-0.235, -4.368, 3.402)
H (5.296, -1.861, -1.080)
H (-1.971, -1.574, 0.642)
H (4.675, 5.761, 2.300)
H (2.037, 6.172, -0.153)
H (-3.329, -4.836, 4.236)
H (4.281, -1.663, -5.079)
H (-3.261, -2.108, -0.418)
H (-1.829, -1.428, -7.345)
H (1.750, 2.028, 3.027)
H (3.212, -3.103, -4.854)
H (1.003, 5.880, 1.933)
H (-5.007, -3.720, 4.319)
H (0.187, -1.476, -1.508)
H (3.743, 0.338, -1.468)
H (5.806, -1.655, -2.827)
H (2.977, 5.918, 2.451)
H (-6.304, -2.602, 3.975)
H (0.849, -4.406, -2.279)
H (2.420, -1.508, -5.035)
H (-2.139, 1.266, -6.351)
H (2.176, 3.559, 3.809)
H (4.921, 2.444, 1.443)
H (-5.686, -0.288, 4.842)
H (-4.092, 0.314, 4.420)
H (-5.289, 0.020, 3.145)
H (0.261, 3.904, -2.208)


| no. | largest force on an atom (eV/A) |
| --- | --- |
| 1 | 2.1 |
| 2 | 3.9 |
| 3 | 0.5 |
| 4 | 9.2 |
| 5 | 5.5 |
| 6 | 12.5 |
| 7 | 2.5 |
| 8 | 1.2 |
| 9 | 7.4 |